ORCA calculation (ωB97M-V/def2-TZVPD) on a 9-piece molecular cluster, C38H71N12 overall at a distorted geometry.

ORCA input file:
```
! RIJCOSX wB97M-V def2-TZVPD def2/J DEFGRID3
* xyz 1 1
C -2.806 -7.434 -1.397
C -1.658 -7.424 -0.348
C -0.495 -6.623 -0.951
N -0.928 -5.209 -1.085
N 0.194 -4.369 -1.083
C 0.474 -3.637 -0.016
N 1.760 -3.302 0.263
C 1.837 -3.421 1.750
C 0.344 -3.287 2.197
N -0.403 -3.149 0.926
H -3.470 -8.258 -1.136
H -3.371 -6.500 -1.370
H -2.384 -7.589 -2.392
H -2.035 -6.904 0.535
H -1.306 -8.433 -0.143
H -0.259 -7.049 -1.932
H 0.350 -6.644 -0.260
H -1.449 -5.054 -1.939
H 0.853 -4.325 -1.856
H 2.274 -4.119 -0.061
H 2.339 -4.356 2.003
H 2.466 -2.668 2.237
H 0.224 -2.395 2.802
H 0.111 -4.239 2.670
H -0.729 -2.202 0.776
C 2.856 2.136 -0.133
C 3.332 1.422 1.125
C 4.137 0.151 0.819
C 3.312 -0.801 0.069
N 2.664 -1.544 -0.524
H 2.175 1.511 -0.715
H 2.317 3.046 0.127
H 3.697 2.414 -0.770
H 2.467 1.170 1.744
H 3.956 2.099 1.710
H 4.469 -0.320 1.746
H 5.022 0.389 0.227
C 2.301 -11.019 -0.986
C 1.322 -12.012 -0.371
C 0.190 -12.407 -1.327
C -0.590 -11.230 -1.715
N -1.197 -10.307 -2.025
H 1.806 -10.077 -1.238
H 3.102 -10.789 -0.286
H 2.755 -11.419 -1.892
H 0.898 -11.580 0.539
H 1.862 -12.912 -0.075
H -0.477 -13.126 -0.850
H 0.594 -12.870 -2.229
C -3.421 0.868 -2.679
C -2.373 -0.232 -2.602
C -2.118 -0.707 -1.167
C -1.622 0.392 -0.331
N -1.224 1.248 0.320
H -3.104 1.766 -2.144
H -3.596 1.155 -3.715
H -4.364 0.520 -2.264
H -1.440 0.127 -3.041
H -2.703 -1.083 -3.200
H -1.372 -1.505 -1.163
H -3.038 -1.098 -0.727
C 0.387 5.520 -1.679
C 0.980 6.770 -1.035
C 2.217 7.293 -1.775
C 3.266 6.268 -1.771
N 4.083 5.464 -1.760
H 1.092 4.686 -1.663
H -0.506 5.200 -1.140
H 0.106 5.710 -2.717
H 1.240 6.548 0.003
H 0.227 7.555 -1.017
H 2.598 8.191 -1.292
H 1.969 7.548 -2.805
C -9.595 -0.107 -2.462
C -8.887 0.367 -1.198
C -7.442 0.816 -1.456
C -6.645 -0.292 -1.991
N -6.039 -1.172 -2.407
H -9.105 -0.983 -2.889
H -10.624 -0.387 -2.238
H -9.615 0.678 -3.219
H -8.894 -0.436 -0.459
H -9.441 1.203 -0.767
H -6.982 1.158 -0.528
H -7.420 1.640 -2.170
C -1.687 9.739 1.639
C -0.582 10.757 1.904
C -0.191 11.552 0.653
C 0.304 10.645 -0.385
N 0.689 9.933 -1.198
H -1.370 8.983 0.918
H -1.953 9.218 2.559
H -2.585 10.225 1.254
H 0.295 10.239 2.298
H -0.913 11.454 2.673
H 0.590 12.274 0.894
H -1.050 12.100 0.263
C 4.590 -6.799 -1.478
C 5.637 -7.205 -0.445
C 6.611 -8.267 -0.967
C 5.894 -9.491 -1.337
N 5.333 -10.447 -1.629
H 3.957 -7.643 -1.758
H 3.938 -6.021 -1.074
H 5.059 -6.409 -2.383
H 5.132 -7.580 0.448
H 6.206 -6.323 -0.146
H 7.345 -8.513 -0.200
H 7.148 -7.898 -1.842
C -0.168 12.323 6.591
C 0.621 11.100 6.138
C 1.912 11.464 5.395
C 1.612 12.239 4.188
N 1.374 12.840 3.242
H -0.497 12.924 5.742
H -1.060 12.018 7.139
H 0.431 12.956 7.247
H -0.011 10.484 5.494
H 0.876 10.494 7.009
H 2.449 10.561 5.103
H 2.569 12.055 6.035
*
```

The max |F| comes out at 5.44 eV Å⁻¹. The HOMO energy comes out at -12.45 eV.